Entry 1:
This record from the Open Molecules 2025 dataset describes a cluster of 7 separate species, ClH12O6 in total. The level of theory is the ωB97M-V functional and the def2-TZVPD basis.

Values from the calculation:
LUMO level (alpha / beta): -0.18 / -6.43 eV
E_HOMO (alpha / beta): -11.89 / -11.88 eV
Multiplicity: 2
Expectation value of S²: 0.75
Gap between HOMO and LUMO (alpha / beta): 11.717 / 5.447 eV
ΔE to the lowest compared entry with this formula, charge and spin: 12.4 kJ/mol

Atoms and positions in Å:
Cl 0.4408 0.2607 0.0079
O 1.4772 -0.1367 -3.0875
O 0.8919 0.2878 3.6964
O -2.5615 -0.9736 1.6278
O 2.1047 -2.3810 0.8122
O -0.0032 3.1669 -1.4979
O -2.3156 -1.1756 -1.6463
H -0.7755 2.9155 -2.0046
H -2.0969 -0.3037 1.1262
H 1.2603 -0.2587 -2.1632
H -2.8350 -0.5269 2.4290
H 0.2051 2.3911 -0.9772
H 1.5628 0.9690 3.7408
H 2.8750 -1.8763 1.0736
H 1.4192 -1.7249 0.6866
H 0.6472 0.2519 2.7716
H -1.9164 -0.7985 -2.4303
H -1.7509 -0.8897 -0.9283
H 1.3706 0.8027 -3.2370

Atomic partial charges in e from the natural (NBO) method, atoms 1 to 5: Cl -0.0363; O -0.9216; O -0.9271; O -0.9178; O -0.8913


Entry 2:
This record from the Open Molecules 2025 dataset describes the molecule C7H9Cl. The level of theory is the ωB97M-V functional and the def2-TZVPD basis.

Values from the calculation:
LUMO level: 0.91 eV
E_HOMO: -9.52 eV
Structure (SMILES): C#C[C@@]1(Cl)CC1(C)C
Gap between HOMO and LUMO: 10.437 eV
ΔE to the lowest compared entry with this formula, charge and spin: 261.9 kJ/mol

Atoms and positions in Å:
Cl -0.2611 1.4586 -2.2080
C -0.2515 -1.0582 1.0705
C -0.3287 0.9471 -0.4943
C -1.5248 1.3146 0.2177
C -2.4139 1.8466 0.8366
C 0.4294 -0.3123 -0.0767
C 1.0539 -1.3134 -1.1019
C 1.0740 1.0029 0.1834
H -0.4756 -2.1114 0.7600
H 0.4132 -1.1367 1.8796
H 1.8688 1.2806 -0.5763
H -1.1055 -0.5514 1.3688
H 1.8195 -0.8106 -1.7627
H 1.2672 1.3266 1.1024
H 0.2906 -1.5198 -1.7984
H -3.3257 1.8197 1.3087
H 1.4701 -2.1829 -0.7094

Atomic partial charges in e from the natural (NBO) method, atoms 1 to 5: Cl -0.0216; C -0.5999; C -0.1229; C -0.0227; C -0.2016


Entry 3:
This record from the Open Molecules 2025 dataset describes a cluster of 2 separate species, C10H12O2P in total. The level of theory is the ωB97M-V functional and the def2-TZVPD basis.

Values from the calculation:
LUMO level: 3.47 eV
E_HOMO: -3.22 eV
Total charge: -1
Gap between HOMO and LUMO: 6.687 eV
ΔE to the lowest compared entry with this formula, charge and spin: 200.6 kJ/mol

Atoms and positions in Å:
P -1.8355 -1.5321 0.1503
O -2.9505 -2.5755 0.0046
O -0.4942 -2.3641 -0.6094
C -2.3184 -0.4697 -1.2807
C -1.5379 0.7484 2.1455
C 2.4671 -0.9527 1.1384
C 3.3071 -0.8962 0.0395
C 0.7492 -1.9751 -0.2972
C -2.2308 1.8007 1.8464
C 1.7400 -2.0291 -1.2803
C -1.6549 0.3175 -2.2157
C 2.9649 -1.4468 -1.2167
C 1.1610 -1.4636 0.9776
H -1.7757 0.0533 2.9096
H -1.9648 2.3369 0.9387
H -3.3288 -0.9544 -1.6210
H -0.6869 0.6603 -2.1656
H -0.6124 0.4768 1.6463
H 3.5716 -1.4490 -2.1209
H 1.5318 -2.4156 -2.2749
H 0.3882 -1.5483 1.7399
H -3.0160 2.2367 2.4638
H -2.1187 0.7467 -3.1683
H 2.8692 -0.6158 2.0717
H 4.2634 -0.4957 0.1795

Atomic partial charges in e from the natural (NBO) method, atoms 1 to 5: P 1.3104; O -1.1742; O -0.7558; C -0.5504; C -0.3612


Entry 4:
This record from the Open Molecules 2025 dataset describes a structure of composition C30H46IrO3P2. The level of theory is the ωB97M-V functional and the def2-TZVPD basis.

Values from the calculation:
LUMO level (alpha / beta): -4.27 / -9.89 eV
E_HOMO (alpha / beta): -9.68 / -13.85 eV
Total charge: +2
Multiplicity: 6
Expectation value of S²: 8.81
Gap between HOMO and LUMO (alpha / beta): 5.411 / 3.965 eV
ΔE to the lowest compared entry with this formula, charge and spin: 11.2 kJ/mol

Atoms and positions in Å:
Ir -0.2019 -0.1947 -0.4277
P -6.6996 -2.8524 1.6288
P -4.4743 -4.7298 0.8801
O 3.1429 -0.9139 2.9797
O 0.6842 -0.4762 3.3035
O -0.0169 1.5926 3.8357
C -5.2282 -5.8761 -0.3572
C -8.1681 -3.4114 0.6531
C -2.2465 -0.6925 -0.5911
C -7.5690 -2.6591 3.2471
C 4.7369 0.6502 3.8329
C -3.6224 -6.0036 1.9111
C 1.7327 1.1868 -0.6219
C 5.0064 1.9661 4.1554
C -1.1962 -2.8612 -1.4353
C 2.3341 1.1701 3.8260
C -1.7041 2.6246 -1.1636
C 2.2364 -0.4100 -2.6270
C 0.0607 -2.2310 -0.8968
C 0.6525 2.0309 -0.2314
C 0.9000 0.8007 3.6561
C 0.0431 0.9668 -2.2211
C -1.7897 -1.3488 1.8521
C 3.0595 1.0917 0.0529
C 0.2667 -1.9512 0.5051
C 3.9635 2.8773 4.3911
C -5.9570 -4.5246 1.9891
C 3.4024 0.2147 3.5229
C -2.4827 -2.1224 -1.0154
C 1.3621 0.5059 -1.8338
C -0.4155 1.8710 -1.1819
C -0.6983 0.5993 -3.4615
C -1.8930 -0.3175 0.7592
C -0.7288 -2.4178 1.5507
C 2.6403 2.4277 4.3313
C 0.6467 2.9821 0.9141
H -1.7649 0.4946 -3.2475
H -1.1249 -2.8356 -2.5333
H -4.4214 -6.2123 -1.0213
H 2.9544 -0.9121 -1.9705
H -1.2444 -3.9241 -1.1507
H -0.5747 1.3715 -4.2291
H -1.5890 3.5880 -1.6783
H 1.0988 3.9443 0.6282
H -0.1699 -2.6049 2.4748
H 0.9779 -2.4557 -1.4530
H -3.1502 -2.0939 -1.8880
H -0.3287 -0.3507 -3.8531
H 1.8121 3.0682 4.6364
H 1.6123 -0.8878 3.1177
H -8.8198 -2.5378 0.5251
H -2.8321 0.0537 -1.1410
H -4.3015 -6.8370 2.1357
H 2.9428 1.2183 1.1355
H 6.0466 2.2833 4.2544
H 1.3178 -1.9842 0.8272
H 1.6354 -1.1659 -3.1410
H -6.6977 -5.3279 1.8187
H -3.0182 -2.6905 -0.2366
H 4.1868 3.9155 4.6496
H 2.7998 0.1534 -3.3828
H -2.4933 2.0596 -1.6663
H 5.5248 -0.0979 3.7658
H -2.7467 -6.3690 1.3600
H -0.3758 3.1651 1.2573
H -2.7652 -1.8180 2.0423
H -5.6809 -6.7456 0.1375
H 1.2103 2.5750 1.7607
H 3.5259 0.1174 -0.1289
H -8.7169 -4.2036 1.1781
H -2.0081 2.8235 -0.1301
H -5.9798 -5.3468 -0.9558
H -7.8513 -3.7597 -0.3371
H -8.2258 -3.5151 3.4461
H -3.2868 -5.5354 2.8453
H -5.6124 -4.5356 3.0381
H -8.1582 -1.7353 3.2112
H -2.2438 0.6677 1.0899
H -1.4836 -0.8231 2.7659
H 3.7417 1.8777 -0.3073
H -6.8177 -2.5717 4.0406
H -1.1856 -3.3695 1.2519

Atomic partial charges in e from the Mulliken method, atoms 1 to 5: Ir 0.1744; P 0.4993; P 0.7884; O -0.7120; O -0.4213